{
  "formula": "C26H55N2O9PS7",
  "method": "ωB97M-V/def2-TZVPD",
  "total_energy_ha": -4938.692362,
  "homo_lumo_gap_ev": 7.6,
  "homo_energy_ev": -8.189,
  "spin_multiplicity": 1,
  "species": ["C", "O", "C", "C", "C", "C", "C", "C", "C", "C", "C", "S", "C", "C", "C", "O", "N", "P", "N", "C", "O", "H", "H", "H", "H", "H", "H", "H", "H", "H", "H", "H", "H", "H", "H", "H", "H", "H", "H", "H", "C", "S", "O", "C", "H", "H", "H", "H", "H", "H", "C", "S", "O", "C", "H", "H", "H", "H", "H", "H", "C", "S", "O", "C", "H", "H", "H", "H", "H", "H", "C", "S", "O", "C", "H", "H", "H", "H", "H", "H", "C", "S", "O", "C", "H", "H", "H", "H", "H", "H", "C", "S", "O", "C", "H", "H", "H", "H", "H", "H"],
  "positions_angstrom": [[-5.52340, 6.35237, 3.29695], [-4.60962, 7.14348, 4.05614], [-3.58962, 6.31757, 4.68161], [-2.67539, 5.75972, 3.53623], [-1.30787, 5.12030, 4.03566], [-1.24594, 3.54472, 3.81091], [0.08833, 3.04183, 3.16217], [0.25482, 3.36960, 1.64950], [-0.41830, 4.44846, 0.92636], [-0.17512, 4.71998, -0.50078], [0.77410, 3.90584, -1.28159], [1.16013, 4.21686, -3.03365], [1.40969, 2.81956, -0.57531], [1.16041, 2.54226, 0.86526], [2.01693, 1.30123, 1.25852], [2.45627, 0.95156, 2.30688], [2.20644, 0.66644, -0.05239], [0.73094, -0.20282, -0.47992], [0.79531, -0.86044, -1.92566], [2.46810, 1.74959, -1.00818], [3.29884, 1.81925, -1.84988], [-6.59017, 6.54328, 3.60286], [-5.36453, 5.24533, 3.40789], [-5.44276, 6.57670, 2.19448], [-3.02013, 7.01636, 5.34337], [-4.11009, 5.49191, 5.23337], [-3.19276, 4.96599, 2.92529], [-2.43955, 6.57555, 2.79383], [-1.09334, 5.40097, 5.09770], [-0.49374, 5.58037, 3.40782], [-1.27596, 3.09704, 4.84684], [-2.16435, 3.14257, 3.30084], [0.99053, 3.35635, 3.75278], [0.07280, 1.91572, 3.23756], [-1.14174, 5.11155, 1.44075], [-0.71636, 5.55217, -0.99673], [1.92669, 5.36451, -2.98307], [0.57769, -1.18186, 0.56269], [-0.38506, 0.69600, -0.49535], [1.69988, -0.63447, -2.35669], [4.89793, 0.00647, -5.28268], [4.21537, -1.59612, -4.81686], [3.02611, -1.33931, -3.95881], [5.57135, -2.06947, -3.73090], [4.18642, 0.50435, -5.94046], [5.05662, 0.61599, -4.39163], [5.84023, -0.13931, -5.81294], [5.68791, -1.32909, -2.93771], [6.49203, -2.15008, -4.30961], [5.33800, -3.03786, -3.29124], [-2.19924, -2.59404, -6.19674], [-2.41601, -3.54044, -4.67902], [-3.79224, -4.12640, -4.70867], [-2.45919, -2.11797, -3.57797], [-2.18222, -3.28933, -7.03542], [-3.02804, -1.89525, -6.32045], [-1.25294, -2.05323, -6.15540], [-3.27048, -1.44856, -3.86503], [-1.50349, -1.59159, -3.62139], [-2.62676, -2.47414, -2.56177], [-6.28291, -2.72137, -2.38115], [-6.27985, -1.50914, -3.71200], [-5.23384, -0.49529, -3.39163], [-7.87724, -0.77699, -3.30755], [-5.34480, -3.27419, -2.42111], [-6.36801, -2.21546, -1.41776], [-7.11587, -3.41165, -2.51952], [-7.86294, -0.39204, -2.28677], [-8.65982, -1.52907, -3.41576], [-8.06452, 0.04178, -4.00125], [2.63431, -1.18954, 4.62829], [0.88967, -0.96047, 5.02645], [0.80754, 0.06615, 6.10588], [0.66276, -2.57225, 5.79631], [3.00403, -0.27774, 4.16590], [3.20223, -1.39089, 5.53826], [2.74186, -2.01856, 3.92730], [1.35403, -2.68371, 6.63362], [0.83494, -3.35568, 5.05751], [-0.36172, -2.63646, 6.15832], [-3.34869, -4.93284, 5.50010], [-3.30761, -3.73092, 4.15745], [-2.23290, -2.74840, 4.47201], [-4.88282, -2.95091, 4.55521], [-2.42786, -5.51399, 5.46829], [-3.41996, -4.41723, 6.45892], [-4.20165, -5.59937, 5.36640], [-4.85748, -2.55952, 5.57311], [-5.68693, -3.68066, 4.45166], [-5.04576, -2.13205, 3.85562], [9.89581, -3.09361, -5.63605], [9.21105, -4.69502, -5.17059], [8.01912, -4.43820, -4.31553], [10.56489, -5.16770, -4.07882], [9.18640, -2.59638, -6.29661], [10.05267, -2.48303, -4.74558], [10.83927, -3.24004, -6.16343], [10.67937, -4.42709, -3.28616], [11.48708, -5.24805, -4.65588], [10.32825, -6.13581, -3.63934]],
  "forces_ev_per_a": [[-0.8, -0.3, -0.6], [-0.1, -1.0, 0.3], [-0.1, 0.4, -1.5], [0.7, -0.4, 0.0], [-0.1, 0.0, -1.0], [0.4, 0.3, 1.5], [-0.8, -0.7, -0.4], [0.9, 0.0, -1.3], [1.1, -0.8, -1.6], [1.0, -1.8, 1.2], [0.0, 0.1, 2.3], [-0.1, 0.3, 0.5], [-0.4, 0.7, 1.6], [-0.6, 2.0, -1.1], [-1.3, 2.1, -1.4], [-0.3, -0.2, -0.3], [0.3, -1.4, 0.7], [0.6, -1.7, -3.0], [0.4, 1.2, 1.6], [-2.2, 1.6, 0.5], [-0.1, -0.6, 0.3], [1.1, 0.1, -0.1], [0.0, 1.0, 0.1], [0.0, -0.1, 1.0], [-0.5, -0.8, -0.4], [0.7, 0.6, -0.1], [0.2, 0.8, 0.7], [-0.4, -0.5, 1.0], [-0.2, -0.4, -0.8], [-0.6, -0.4, 0.8], [0.0, 0.2, -1.1], [1.0, 0.5, 0.1], [-0.8, -0.1, -0.6], [0.1, 1.1, 0.0], [0.6, -0.7, -0.4], [0.5, -0.7, 0.4], [-0.6, -0.8, 0.5], [0.0, 1.0, 0.1], [0.4, -0.2, 1.0], [-0.3, -0.6, -0.3], [0.1, 0.1, 0.0], [0.0, 0.0, 0.1], [0.2, 0.1, -0.1], [0.1, 0.1, 0.1], [0.0, -0.1, 0.0], [-0.1, -0.1, 0.0], [0.0, -0.1, 0.0], [-0.1, 0.0, -0.1], [-0.1, -0.1, 0.0], [0.0, 0.0, -0.1], [-0.1, 0.1, -0.1], [0.1, 0.1, 0.1], [0.0, 0.2, 0.0], [0.1, 0.1, -0.1], [0.0, 0.0, 0.1], [0.0, 0.0, 0.1], [0.0, -0.1, 0.1], [0.0, -0.1, 0.0], [0.1, -0.1, 0.1], [0.1, -0.1, -0.1], [0.1, 0.0, 0.2], [0.0, -0.1, -0.1], [-0.2, 0.0, 0.1], [-0.1, 0.1, 0.1], [0.0, 0.0, -0.2], [0.0, 0.1, -0.1], [0.0, 0.0, -0.1], [0.1, 0.0, 0.0], [0.1, 0.0, 0.0], [0.1, -0.1, 0.0], [0.2, 0.0, 0.2], [0.0, 0.0, -0.1], [0.1, -0.1, -0.1], [0.0, -0.1, 0.2], [-0.1, 0.0, 0.0], [-0.1, 0.0, 0.0], [-0.1, 0.0, 0.0], [0.1, 0.1, -0.1], [-0.1, 0.1, 0.0], [0.0, 0.1, -0.2], [0.0, 0.0, 0.1], [0.0, 0.0, 0.0], [-0.2, -0.1, 0.1], [-0.1, 0.1, 0.1], [0.0, 0.1, -0.1], [0.0, 0.1, -0.1], [0.0, 0.0, 0.0], [0.1, 0.0, 0.0], [0.1, 0.0, 0.0], [0.1, -0.1, 0.0], [0.1, 0.1, 0.1], [-0.1, 0.0, 0.0], [0.2, 0.1, -0.1], [0.1, 0.0, 0.1], [0.0, -0.1, 0.0], [0.0, -0.1, 0.0], [0.0, 0.0, 0.0], [-0.1, 0.0, 0.0], [-0.1, 0.0, 0.0], [-0.1, 0.0, -0.1]],
  "lowdin_charge": [-0.14, -0.22, -0.20, -0.20, -0.19, -0.19, -0.14, -0.10, 0.01, -0.04, -0.51, 0.75, -0.10, -0.05, -0.40, 0.14, -0.12, 0.75, -0.27, -0.40, 0.15, 0.09, 0.08, 0.10, 0.13, 0.13, 0.10, 0.12, 0.11, 0.10, 0.11, 0.12, 0.14, 0.11, 0.09, 0.10, -0.11, 0.02, 0.03, -0.06, -0.27, 0.82, -0.56, -0.27, 0.05, 0.05, 0.05, 0.06, 0.03, 0.05, -0.27, 0.81, -0.58, -0.27, 0.05, 0.06, 0.05, 0.02, 0.04, 0.05, -0.26, 0.81, -0.56, -0.28, 0.04, 0.06, 0.06, 0.05, 0.05, 0.05, -0.27, 0.78, -0.56, -0.28, 0.02, 0.06, 0.06, 0.06, 0.05, 0.03, -0.27, 0.82, -0.56, -0.27, 0.05, 0.06, 0.05, 0.06, 0.05, 0.05, -0.28, 0.81, -0.56, -0.27, 0.05, 0.06, 0.05, 0.06, 0.05, 0.05]
}

***

{
  "formula": "C21H46N7O4P2",
  "method": "ωB97M-V/def2-TZVPD",
  "total_energy_ha": -2194.155287,
  "charge": -1,
  "homo_lumo_gap_ev": 3.5,
  "homo_energy_ev": -3.733,
  "spin_multiplicity": 1,
  "species": ["N", "C", "C", "C", "C", "C", "C", "C", "C", "C", "O", "O", "H", "H", "H", "H", "H", "H", "H", "H", "H", "H", "O", "P", "N", "C", "C", "N", "C", "C", "N", "C", "C", "H", "H", "H", "H", "H", "H", "H", "H", "H", "H", "H", "H", "H", "H", "H", "H", "H", "H", "O", "P", "N", "C", "C", "N", "C", "C", "N", "C", "C", "H", "H", "H", "H", "H", "H", "H", "H", "H", "H", "H", "H", "H", "H", "H", "H", "H", "H"],
  "positions_angstrom": [[9.55374, -0.82124, 5.55720], [9.14691, 0.45803, 4.82612], [8.11072, 1.35292, 5.76462], [6.58815, 0.99034, 5.20169], [5.98902, 1.96878, 4.02677], [4.49902, 1.59619, 3.43159], [3.73819, 0.25767, 4.04632], [4.35107, -0.70088, 5.24007], [5.83745, -0.32412, 5.83866], [10.40762, 1.32969, 4.24271], [10.71816, 1.14156, 2.93177], [11.20285, 2.32653, 4.97565], [8.71555, -1.17980, 6.10651], [9.64116, -1.53754, 4.77492], [8.52579, 0.08864, 3.87651], [8.26962, 2.50917, 5.65510], [8.16468, 1.08568, 6.90316], [6.65608, 2.87946, 3.67107], [4.06674, 2.29434, 2.59496], [2.69180, -0.03048, 3.59881], [3.82366, -1.66073, 5.67941], [6.41722, -0.92815, 6.66248], [0.61921, 0.47197, 1.82663], [-0.02303, 1.79868, 1.35237], [-1.19328, 1.74062, 2.56412], [-2.55872, 1.26753, 2.56081], [-0.74295, 2.00642, 3.92642], [-0.53988, 1.10655, -0.13695], [-1.89772, 0.78388, -0.51134], [0.34386, 0.06632, -0.70126], [-0.76132, 3.32383, 0.80717], [-1.90090, 4.05329, 1.32952], [-0.36034, 3.83461, -0.50455], [-3.20956, 2.00278, 3.05360], [-2.66168, 0.31239, 3.08946], [-3.00061, 1.14315, 1.58042], [-0.52663, 3.07230, 4.04899], [0.16791, 1.44872, 4.15806], [-1.48422, 1.73330, 4.68924], [-2.27221, -0.09786, 0.01866], [-1.97001, 0.56911, -1.58788], [-2.56800, 1.63276, -0.35902], [0.17514, -0.90352, -0.22263], [1.39719, 0.34001, -0.58466], [0.17851, -0.05057, -1.78184], [-2.84582, 3.61240, 1.00125], [-1.90030, 5.09789, 0.99319], [-1.89116, 4.12512, 2.42001], [-1.06496, 3.53386, -1.28005], [0.63834, 3.46453, -0.77755], [-0.28476, 4.92859, -0.50845], [-2.67290, -0.95202, -3.69669], [-3.81151, -1.37679, -4.65621], [-4.81808, -1.80824, -3.37486], [-5.08826, -3.08348, -2.75114], [-5.37958, -0.71809, -2.58391], [-2.89611, -2.69238, -5.28513], [-3.12597, -4.09743, -5.03811], [-1.43647, -2.47963, -5.36050], [-5.12042, -1.86509, -5.75925], [-6.44037, -2.39330, -5.47230], [-4.78607, -2.01366, -7.17645], [-6.17124, -3.21170, -2.61794], [-4.61139, -3.16649, -1.76724], [-4.79158, -3.95024, -3.32785], [-6.15994, -0.20413, -3.15381], [-4.61378, 0.01648, -2.32255], [-5.83095, -1.05429, -1.64094], [-2.83422, -4.39010, -4.02429], [-2.54558, -4.72083, -5.73439], [-4.16532, -4.37332, -5.22972], [-0.95821, -2.64548, -4.38998], [-1.20424, -1.46558, -5.70076], [-0.97435, -3.15832, -6.09157], [-6.40354, -3.45853, -5.22953], [-7.11482, -2.28306, -6.33094], [-6.94446, -1.85281, -4.66720], [-4.56016, -3.05086, -7.42445], [-3.91587, -1.39458, -7.43791], [-5.60185, -1.67083, -7.82413]],
  "forces_ev_per_a": [[-1.2, -0.5, -1.0], [-1.0, 0.4, -0.5], [-1.2, -0.3, -0.8], [-1.7, -0.3, -0.4], [-2.6, -3.9, 1.7], [2.8, -2.3, 3.4], [2.5, 0.6, 1.2], [3.0, 3.4, -1.3], [-2.0, 2.9, -3.7], [5.0, 3.6, -2.5], [-2.2, 0.0, 5.9], [-4.9, -5.3, -2.6], [1.2, 0.8, -1.0], [0.1, 1.1, 1.4], [1.4, 1.3, 1.8], [-0.1, -2.4, 0.1], [0.1, 0.4, -2.2], [-1.7, -2.2, 0.8], [0.6, -1.8, 1.8], [2.3, 0.7, 0.9], [0.9, 2.3, -1.3], [-1.5, 1.3, -1.8], [3.4, 2.8, 0.2], [-6.5, -3.9, -1.0], [-1.3, 0.6, 2.0], [-0.2, 0.3, -0.3], [0.5, -0.1, -0.1], [1.3, -0.7, -1.4], [-0.3, 0.9, -0.6], [0.2, 0.2, 0.1], [2.0, 0.0, -0.8], [0.4, 0.5, 1.0], [0.9, 0.2, 0.1], [0.0, -0.1, 0.2], [0.0, 0.0, 0.0], [0.3, 0.0, -0.1], [0.1, 0.2, 0.2], [0.1, 0.0, 0.0], [0.0, 0.0, -0.4], [-0.1, 0.0, 0.1], [0.2, -0.1, 0.2], [-0.1, 0.0, 0.2], [0.1, 0.0, 0.0], [-0.2, -0.2, 0.2], [-0.3, 0.2, 0.2], [0.0, -0.2, 0.0], [0.2, -0.2, -0.2], [-0.1, -0.3, -0.1], [-0.1, -0.1, -0.1], [-0.4, 0.0, 0.0], [-0.1, -0.1, 0.1], [-0.6, 3.7, -2.3], [0.3, -7.0, 3.2], [-1.9, 0.1, 1.5], [-0.2, -0.3, -0.2], [0.3, 0.3, -0.2], [1.7, 0.2, -1.0], [-0.7, -0.2, -0.7], [-0.1, 0.3, -0.1], [1.3, 1.4, -1.1], [-0.7, 0.9, 0.4], [0.2, 0.8, -0.3], [0.0, 0.1, 0.2], [0.0, 0.0, 0.0], [0.2, 0.2, -0.1], [-0.2, 0.2, 0.1], [0.0, 0.0, 0.0], [0.2, -0.2, -0.3], [-0.1, 0.0, 0.1], [0.0, 0.3, 0.1], [-0.1, 0.1, 0.2], [0.1, 0.1, 0.0], [-0.1, -0.2, 0.3], [-0.4, 0.0, 0.1], [0.2, 0.0, 0.1], [0.3, 0.0, -0.1], [0.2, -0.2, 0.1], [0.0, -0.1, 0.0], [-0.2, -0.4, 0.1], [0.0, 0.0, 0.2]],
  "lowdin_charge": [-0.02, -0.31, -0.14, -0.15, -0.03, -0.07, -0.09, -0.08, -0.04, -0.43, -0.20, -0.30, 0.04, 0.08, 0.14, 0.11, 0.11, 0.10, 0.07, 0.05, 0.07, 0.08, -0.31, 0.77, -0.37, -0.14, -0.13, -0.33, -0.15, -0.14, -0.30, -0.12, -0.14, 0.08, 0.09, 0.04, 0.07, 0.07, 0.08, 0.09, 0.07, 0.07, 0.08, 0.07, 0.08, 0.08, 0.08, 0.08, 0.08, 0.08, 0.07, -0.31, 0.77, -0.37, -0.13, -0.13, -0.33, -0.14, -0.14, -0.30, -0.12, -0.14, 0.08, 0.09, 0.04, 0.07, 0.06, 0.08, 0.09, 0.08, 0.07, 0.08, 0.07, 0.08, 0.08, 0.08, 0.08, 0.08, 0.08, 0.07]
}

***

{
  "formula": "C7H13NO",
  "method": "ωB97M-V/def2-TZVPD",
  "e_above_lowest_kcal_mol": 50.4,
  "total_energy_ha": -404.447224,
  "smiles": "C=CNC(C)(C)C(=C)O",
  "homo_lumo_gap_ev": 9.1,
  "homo_energy_ev": -8.306,
  "spin_multiplicity": 1,
  "species": ["C", "C", "N", "C", "C", "C", "C", "C", "O", "H", "H", "H", "H", "H", "H", "H", "H", "H", "H", "H", "H", "H"],
  "positions_angstrom": [[-2.81661, 1.46204, 0.50929], [-1.91510, 0.81824, -0.22003], [-0.44792, 0.82384, 0.10436], [0.26082, -0.38444, -0.06056], [-0.18302, -1.43728, 0.96355], [0.18404, -0.95016, -1.47858], [1.81760, 0.12910, 0.20732], [2.34523, 1.19349, -0.38679], [2.62966, -0.66091, 0.96471], [-2.53438, 2.01921, 1.38989], [-3.85950, 1.48154, 0.23923], [-2.20352, 0.26226, -1.10239], [-0.11445, 1.66093, 0.55637], [-0.01640, -1.08636, 1.98094], [0.34845, -2.37743, 0.81613], [-1.24885, -1.62836, 0.84956], [1.00750, -1.64603, -1.63153], [0.26290, -0.14570, -2.20546], [-0.75643, -1.47165, -1.64460], [1.73720, 1.82781, -1.00462], [3.39652, 1.41388, -0.30160], [2.10626, -1.30402, 1.45480]],
  "forces_ev_per_a": [[0.1, 0.1, -0.1], [2.7, 0.3, 1.1], [-4.8, 1.0, -1.5], [3.1, 0.8, 1.0], [0.5, 0.1, -0.1], [0.1, 0.1, 0.1], [-1.3, -1.1, -0.6], [-0.4, -0.1, 0.0], [-0.2, -0.3, 0.1], [0.1, 0.0, 0.1], [-0.1, 0.0, -0.2], [0.2, -0.1, 0.0], [0.2, -0.6, 0.1], [0.0, 0.1, 0.1], [0.0, -0.2, 0.0], [0.0, 0.0, 0.0], [-0.1, -0.1, -0.1], [0.1, 0.0, 0.0], [-0.1, -0.1, 0.0], [-0.1, 0.0, -0.2], [0.1, 0.1, 0.2], [0.0, 0.0, -0.1]],
  "nbo_charge": [-0.47, -0.01, -0.68, 0.10, -0.65, -0.62, 0.34, -0.54, -0.69, 0.19, 0.21, 0.19, 0.41, 0.21, 0.20, 0.23, 0.22, 0.23, 0.20, 0.21, 0.22, 0.48]
}

***

Repeat the third record exactly.
{
  "formula": "C7H13NO",
  "method": "ωB97M-V/def2-TZVPD",
  "e_above_lowest_kcal_mol": 50.4,
  "total_energy_ha": -404.447224,
  "smiles": "C=CNC(C)(C)C(=C)O",
  "homo_lumo_gap_ev": 9.1,
  "homo_energy_ev": -8.306,
  "spin_multiplicity": 1,
  "species": ["C", "C", "N", "C", "C", "C", "C", "C", "O", "H", "H", "H", "H", "H", "H", "H", "H", "H", "H", "H", "H", "H"],
  "positions_angstrom": [[-2.81661, 1.46204, 0.50929], [-1.91510, 0.81824, -0.22003], [-0.44792, 0.82384, 0.10436], [0.26082, -0.38444, -0.06056], [-0.18302, -1.43728, 0.96355], [0.18404, -0.95016, -1.47858], [1.81760, 0.12910, 0.20732], [2.34523, 1.19349, -0.38679], [2.62966, -0.66091, 0.96471], [-2.53438, 2.01921, 1.38989], [-3.85950, 1.48154, 0.23923], [-2.20352, 0.26226, -1.10239], [-0.11445, 1.66093, 0.55637], [-0.01640, -1.08636, 1.98094], [0.34845, -2.37743, 0.81613], [-1.24885, -1.62836, 0.84956], [1.00750, -1.64603, -1.63153], [0.26290, -0.14570, -2.20546], [-0.75643, -1.47165, -1.64460], [1.73720, 1.82781, -1.00462], [3.39652, 1.41388, -0.30160], [2.10626, -1.30402, 1.45480]],
  "forces_ev_per_a": [[0.1, 0.1, -0.1], [2.7, 0.3, 1.1], [-4.8, 1.0, -1.5], [3.1, 0.8, 1.0], [0.5, 0.1, -0.1], [0.1, 0.1, 0.1], [-1.3, -1.1, -0.6], [-0.4, -0.1, 0.0], [-0.2, -0.3, 0.1], [0.1, 0.0, 0.1], [-0.1, 0.0, -0.2], [0.2, -0.1, 0.0], [0.2, -0.6, 0.1], [0.0, 0.1, 0.1], [0.0, -0.2, 0.0], [0.0, 0.0, 0.0], [-0.1, -0.1, -0.1], [0.1, 0.0, 0.0], [-0.1, -0.1, 0.0], [-0.1, 0.0, -0.2], [0.1, 0.1, 0.2], [0.0, 0.0, -0.1]],
  "nbo_charge": [-0.47, -0.01, -0.68, 0.10, -0.65, -0.62, 0.34, -0.54, -0.69, 0.19, 0.21, 0.19, 0.41, 0.21, 0.20, 0.23, 0.22, 0.23, 0.20, 0.21, 0.22, 0.48]
}